Here is a structure of composition C39H41N3O2PSSb2Ta in a non-equilibrium geometry from the Open Molecules 2025 dataset. Energies are from ωB97M-V with the def2-TZVPD basis set.

## Properties
- Total energy: -84413.0306 eV
- LUMO: -6.4 eV
- Net charge: +2
- Strongest force on any atom: 1.52 eV/Å
- Gap between HOMO and LUMO: 6.78 eV

Each line ends with the Mulliken charge.
Geometry (Å):
Ta: 1.285 -0.015 -0.831  1.41
N: 2.839 1.380 -4.859  -0.43
C: 2.279 1.334 -3.637  0.61
S: 3.107 0.326 -2.448  -0.62
N: 1.200 1.990 -3.381  -1.28
N: 0.812 1.832 -2.045  0.64
C: 0.163 2.863 -1.608  -0.60
C: -0.291 3.080 -0.256  0.85
C: -1.158 4.148 0.021  -0.71
C: -1.507 4.443 1.321  -0.99
C: -0.953 3.703 2.372  -0.73
C: -0.075 2.664 2.129  -0.62
C: 0.230 2.342 0.809  0.17
O: 1.081 1.334 0.545  -0.35
H: 3.729 0.950 -5.033  0.21
H: 2.493 2.056 -5.520  0.24
H: -0.016 3.652 -2.334  0.50
H: -1.550 4.734 -0.800  0.49
H: -2.183 5.258 1.531  0.48
H: -1.205 3.955 3.394  0.49
H: 0.371 2.092 2.931  0.62
C: 4.389 1.657 0.922  -1.20
Sb: 3.767 -0.323 0.552  1.10
C: 5.371 -1.095 -0.590  -1.39
C: 4.324 -1.277 2.377  -1.63
C: 3.410 -1.376 3.560  1.32
C: 3.730 -0.664 4.713  -0.93
C: 3.013 -0.833 5.887  -0.88
C: 1.974 -1.750 5.926  -0.53
C: 1.641 -2.456 4.780  -0.55
C: 2.329 -2.265 3.585  0.42
C: 1.868 -2.981 2.355  -1.71
Sb: 0.394 -1.837 1.274  0.74
C: -0.769 -3.453 0.542  -1.22
C: -0.693 -1.045 2.895  -0.88
H: 5.433 1.636 1.233  0.49
H: 3.777 2.106 1.702  0.32
H: 4.288 2.229 0.001  0.32
H: 6.165 -1.380 0.098  0.52
H: 5.731 -0.320 -1.263  0.40
H: 5.058 -1.962 -1.169  0.38
H: 5.217 -0.714 2.647  0.74
H: 4.662 -2.264 2.055  0.53
H: 4.577 0.009 4.700  0.44
H: 3.286 -0.278 6.772  0.45
H: 1.431 -1.924 6.844  0.43
H: 0.828 -3.171 4.812  0.42
H: 1.342 -3.903 2.608  0.79
H: 2.670 -3.240 1.663  0.55
H: -1.661 -3.552 1.155  0.44
H: -0.166 -4.357 0.614  0.65
H: -1.056 -3.298 -0.495  0.17
H: -1.467 -1.753 3.183  0.51
H: -1.149 -0.100 2.613  -0.07
H: -0.003 -0.891 3.721  0.44
O: 1.460 -2.081 -1.645  -0.55
C: 0.570 -1.437 -2.209  0.18
C: -0.557 -1.902 -2.982  -0.31
C: -0.540 -2.932 -3.922  -0.54
C: -1.725 -3.253 -4.557  -0.76
C: -2.902 -2.573 -4.238  -0.78
C: -2.916 -1.569 -3.281  -0.02
C: -1.729 -1.223 -2.641  0.37
P: -1.597 0.055 -1.341  2.13
C: -2.409 1.448 -2.199  1.02
C: -1.924 1.771 -3.469  -0.71
C: -2.493 2.801 -4.197  -0.81
C: -3.560 3.516 -3.669  -0.77
C: -4.057 3.191 -2.417  -0.70
C: -3.485 2.162 -1.680  -0.70
C: -2.736 -0.420 -0.014  1.29
C: -3.441 -1.621 0.008  -1.27
C: -4.320 -1.895 1.047  -0.72
C: -4.516 -0.967 2.059  -0.91
C: -3.817 0.232 2.046  -0.58
C: -2.922 0.499 1.023  -1.30
H: 0.382 -3.445 -4.158  0.58
H: -1.743 -4.033 -5.305  0.46
H: -3.819 -2.833 -4.748  0.50
H: -3.839 -1.056 -3.045  0.58
H: -1.090 1.229 -3.898  0.38
H: -2.108 3.039 -5.178  0.49
H: -4.009 4.318 -4.237  0.44
H: -4.900 3.732 -2.010  0.50
H: -3.904 1.921 -0.716  0.46
H: -3.316 -2.348 -0.783  0.50
H: -4.865 -2.828 1.054  0.48
H: -5.213 -1.177 2.857  0.43
H: -3.962 0.956 2.835  0.48
H: -2.365 1.430 1.035  0.21